Model i:
Entry from the OMol25 dataset: an isolated molecule of C3H4N2OS (wB97M-V/def2-TZVPD).

Atoms and positions in Å:
C  1.9523  0.4975  -0.4766
C  -0.7167  1.1314  0.7406
C  -1.1854  -1.0624  0.0109
N  0.7425  -0.1232  -0.7397
N  -0.3897  0.1528  -0.0568
O  2.2348  1.4885  0.2500
S  -1.2833  2.4832  1.2463
H  2.6165  -0.1878  -1.0120
H  -0.4343  -1.8561  -0.3056
H  -1.5672  -1.4184  1.0446
H  -1.9695  -1.1055  -0.7017

## Properties
Charge: 0
E_HOMO: -0.3087 hartree
E_LUMO: -1.221 eV

***

Model ii:
Entry from the OMol25 dataset: a cluster of 2 separate species, C3H4N2OS in total (wB97M-V/def2-TZVPD).

Atoms and positions in Å:
C  -0.2757  -1.4872  0.1261
C  -1.2617  -0.5879  -0.2564
C  0.8953  -0.6968  0.1760
N  -0.7554  0.6544  -0.5283
N  0.5645  0.5886  -0.3410
O  1.3046  1.8813  1.0184
S  2.5288  -1.0641  0.2864
H  -0.3854  -2.4954  0.2409
H  -2.1958  -0.9324  -0.5745
H  -1.1372  1.5104  -0.9849
H  0.7181  2.6290  0.8372

## Properties
Charge: 0
E_HOMO (spin up / spin down): -0.3053 / -0.3053 hartree
E_LUMO (spin up / spin down): -2.151 / -2.152 eV

***

Model iii:
Entry from the OMol25 dataset: an isolated molecule of C3H4N2OS (wB97M-V/def2-TZVPD).

Atoms and positions in Å:
C  1.1181  -0.2942  0.7976
C  -1.0544  1.1368  -0.9133
C  -0.0188  -1.1738  0.3870
H  0.9300  0.3745  1.6383
H  2.1199  -0.7806  1.0219
H  -2.0423  1.4099  -1.5195
H  -0.0316  -2.2556  0.2914
N  0.0813  1.1106  -1.5010
N  -1.2647  -0.7768  0.2207
O  -1.3475  0.7045  0.3956
S  1.5100  0.5446  -0.8186

## Properties
Structure (SMILES): C1=NOC=NSC1
Charge: 0
E_HOMO: -0.3329 hartree
E_LUMO: 0.532 eV

***

Which is the most stable structure? model iii is the most stable.

***

Model i:
Entry from the OMol25 dataset: an isolated molecule of C3H3NO2 (wB97M-V/def2-TZVPD).

Atoms and positions in Å:
O  0.1092  -1.4088  -0.6752
C  -0.4409  -0.2259  -0.1475
C  0.2851  0.1241  1.1658
O  1.3602  0.6657  1.1586
C  -0.3551  0.9284  -1.0776
N  -0.3194  1.8596  -1.7653
H  1.0604  -1.2790  -0.8085
H  -1.4954  -0.4556  0.0474
H  -0.2041  -0.2086  2.1023

## Properties
Structure (SMILES): N#C[C@@H](O)C=O
Charge: 0
E_HOMO: -0.3983 hartree
E_LUMO: -0.083 eV

***

Model ii:
Entry from the OMol25 dataset: an isolated molecule of C3H3NO2 (wB97M-V/def2-TZVPD).

Atoms and positions in Å:
C  0.4989  -0.4933  0.0143
C  0.0947  -0.0012  -1.2708
C  -0.8859  0.9638  -0.8475
H  1.1587  -1.6484  1.5158
H  0.2494  -0.4544  -2.2763
H  -1.4713  1.3140  -1.7911
N  -0.9355  1.1689  0.4260
O  1.2596  -1.5183  0.5051
O  -0.2139  0.2421  1.0191

## Properties
Structure (SMILES): Oc1ccno1
Charge: 0
E_HOMO: -0.3368 hartree
E_LUMO: 0.525 eV

***

Model iii:
Entry from the OMol25 dataset: an isolated molecule of C3H3NO2 (wB97M-V/def2-TZVPD).

Atoms and positions in Å:
C  -1.6428  0.4101  0.9873
C  0.6831  0.7364  0.0589
C  -0.4502  -0.2512  0.0622
N  -2.4599  0.9076  1.6095
O  0.8459  1.4175  -0.9096
O  -0.8351  -0.6951  -1.1991
H  1.2496  0.7042  0.9355
H  -0.0783  -1.2430  0.5797
H  -0.3383  -0.0203  -1.6969

## Properties
Structure (SMILES): N#C[C@@H](O)C=O
Charge: 0
E_HOMO: -0.4237 hartree
E_LUMO: -0.168 eV

***

Which is the most stable structure? model i is the most stable.

***

Model i:
Entry from the OMol25 dataset: a cluster of 2 separate species, C3H3NO2 in total (wB97M-V/def2-TZVPD).

Atoms and positions in Å:
C  -0.1612  0.6774  -1.1512
C  -0.0197  0.0093  -0.0762
C  -0.7070  -0.7825  -1.2232
N  0.9314  0.3357  2.0532
O  2.0196  -0.1459  2.0874
O  0.1784  0.6949  2.8443
H  -0.1939  1.6446  -1.6004
H  -1.8580  -0.7825  -1.2569
H  -0.1896  -1.6510  -1.6771

## Properties
Charge: 0
E_HOMO (spin up / spin down): -0.3520 / -0.3468 hartree
E_LUMO (spin up / spin down): -1.366 / -1.105 eV

***

Model ii:
Entry from the OMol25 dataset: an isolated molecule of C3H3NO2 (wB97M-V/def2-TZVPD).

Atoms and positions in Å:
O  -1.5817  -1.4563  -0.0838
C  -0.8279  -0.5217  0.3763
N  -1.1195  0.5577  1.0789
O  -0.0149  1.4307  0.8309
C  0.8185  0.9177  -0.0179
C  0.4560  -0.3774  -0.3680
H  -0.5906  -0.9044  -1.0122
H  1.6861  1.5251  -0.2518
H  1.1740  -1.1716  -0.5524

## Properties
Charge: 0
E_HOMO: -0.3516 hartree
E_LUMO: -0.645 eV

***

Which is the most stable structure? model ii is the most stable.

***

Model i:
Entry from the OMol25 dataset: a cluster of 2 separate species, C3H3NO2 in total (wB97M-V/def2-TZVPD).

Atoms and positions in Å:
C  0.8934  -0.5093  -0.3400
C  0.8976  0.8364  -0.5073
C  -0.2639  0.4124  1.1866
N  -2.2588  -0.6339  -0.1636
O  0.1743  -0.7914  0.7114
O  0.2011  1.3604  0.4756
H  1.3145  -1.2990  -0.9142
H  1.2481  1.6027  -1.2195
H  -2.2064  -0.9784  0.7710

## Properties
Charge: 0
E_HOMO (spin up / spin down): -0.3585 / -0.3524 hartree
E_LUMO (spin up / spin down): -1.014 / -0.797 eV

***

Model ii:
Entry from the OMol25 dataset: an isolated molecule of C3H3NO2 (wB97M-V/def2-TZVPD).

Atoms and positions in Å:
O  0.0128  1.4625  -0.5064
C  0.2631  0.2913  0.1951
C  -0.9448  -0.6476  0.1272
O  -2.0046  -0.2137  -0.2503
C  1.5176  -0.3536  -0.2378
N  2.5404  -0.8409  -0.4665
H  -0.9467  1.4655  -0.6770
H  0.4147  0.4779  1.2738
H  -0.8173  -1.6828  0.4863

## Properties
Structure (SMILES): N#C[C@@H](O)C=O
Charge: 0
E_HOMO: -0.4118 hartree
E_LUMO: 0.095 eV

***

Which is the most stable structure? model ii is the most stable.